# 1
Below is one molecule with the formula C19H26N4O3, with properties calculated with ωB97M-V/def2-TZVPD.

## Properties
SMILES: CCN(CC)CCCN/C(C)=C1/C(=O)NC(=O)N(c2ccccc2)C1=O
HOMO level, eV: -8.4
Energy relative to the best compared isomer or geometry (same formula, charge and spin), eV: 0.752
Kohn-Sham gap, eV: 8.92
LUMO, eV: 0.56

```
! wB97M-V def2-TZVPD RIJCOSX def2/J DEFGRID3
* xyz 0 1
C 2.184 3.106 -1.794
C 1.804 4.019 -0.621
N 1.339 3.346 0.574
C 2.385 2.694 1.347
C 2.730 3.515 2.589
C 0.134 2.565 0.397
C -0.683 2.538 1.693
C -2.020 1.812 1.501
N -1.828 0.438 1.109
C -1.545 -0.609 1.862
C -1.555 -0.487 3.346
C -1.249 -1.845 1.247
C -1.024 -3.029 2.048
O -1.072 -3.118 3.261
N -0.731 -4.178 1.321
C -0.598 -4.320 -0.034
O -0.311 -5.373 -0.550
N -0.809 -3.155 -0.747
C -0.673 -3.231 -2.172
C 0.315 -2.495 -2.806
C 0.443 -2.570 -4.181
C -0.402 -3.385 -4.915
C -1.383 -4.122 -4.274
C -1.526 -4.044 -2.900
C -1.154 -1.931 -0.192
O -1.352 -0.986 -0.961
H 2.964 2.405 -1.503
H 1.322 2.538 -2.136
H 2.553 3.706 -2.622
H 2.669 4.624 -0.337
H 1.013 4.703 -0.943
H 3.293 2.565 0.746
H 2.056 1.695 1.652
H 3.515 3.026 3.160
H 3.073 4.504 2.297
H 1.854 3.633 3.221
H 0.345 1.532 0.075
H -0.466 3.043 -0.381
H -0.111 2.042 2.477
H -0.873 3.564 2.009
H -2.584 2.295 0.699
H -2.617 1.874 2.415
H -1.751 0.243 0.098
H -2.304 -1.159 3.762
H -1.749 0.528 3.674
H -0.601 -0.823 3.748
H -0.576 -5.015 1.871
H 0.972 -1.866 -2.225
H 1.210 -1.996 -4.678
H -0.295 -3.446 -5.988
H -2.042 -4.759 -4.844
H -2.287 -4.616 -2.392
*
```

Löwdin population analysis, charges in e, atoms 1 to 6: -0.082 -0.252 -0.205 -0.255 -0.082 -0.212

---

# 2
Below is a 2-piece molecular cluster, C2HN3O2S overall, with properties calculated with ωB97M-V/def2-TZVPD.

## Properties
HOMO level (spin up / spin down), eV: -8.9 / -8.9
Energy relative to the best compared isomer or geometry (same formula, charge and spin), eV: 1.453
Kohn-Sham gap (spin up / spin down), eV: 8.15 / 8.15
LUMO (spin up / spin down), eV: -0.73 / -0.73

```
! wB97M-V def2-TZVPD RIJCOSX def2/J DEFGRID3
* xyz 0 1
C 2.423 0.116 0.007
C -0.803 -0.767 -0.358
N -2.111 2.204 0.720
N -1.763 1.169 0.512
N -1.662 -0.019 0.282
O 3.101 -0.612 0.599
O 1.767 0.813 -0.651
S -0.995 -2.382 -0.186
H 0.043 -0.521 -0.925
*
```

Löwdin population analysis, charges in e, atoms 1 to 6: -0.408 -0.730 0.245 -0.148 -0.011 0.224

---

# 3
Below is one molecule with the formula C3H6N2O2S, with properties calculated with ωB97M-V/def2-TZVPD.

## Properties
SMILES: N/C=N\OC(=S)CO
HOMO level, eV: -8.2
Energy relative to the best compared isomer or geometry (same formula, charge and spin), eV: 5.208
Kohn-Sham gap, eV: 8.71
LUMO, eV: 0.51

```
! wB97M-V def2-TZVPD RIJCOSX def2/J DEFGRID3
* xyz 0 1
N -2.662 -0.540 -0.261
C -2.285 0.714 -0.118
N -1.197 1.109 0.225
O -0.267 0.007 0.325
C 0.932 0.327 0.138
S 1.390 1.804 -0.109
C 2.064 -0.763 0.329
O 3.196 -0.473 -0.538
H -3.680 -0.713 -0.488
H -2.044 -1.099 -0.784
H -3.054 1.564 -0.166
H 2.504 -0.590 1.549
H 1.536 -1.825 0.234
H 3.567 0.477 -0.336
*
```

Löwdin population analysis, charges in e, atoms 1 to 6: 0.108 -0.339 0.048 -0.092 -0.916 0.805

---

# 4
Below is one molecule with the formula C2H5BO2, with properties calculated with ωB97M-V/def2-TZVPD.

## Properties
SMILES: C=C(O)BO
HOMO level, eV: -9.8
Energy relative to the best compared isomer or geometry (same formula, charge and spin), eV: 4.709
Kohn-Sham gap, eV: 10.28
LUMO, eV: 0.43

```
! wB97M-V def2-TZVPD RIJCOSX def2/J DEFGRID3
* xyz 0 1
C 1.606 0.354 -0.439
C 0.543 0.302 0.393
O -0.636 1.229 -0.493
B -0.642 -0.475 1.041
O -1.404 -1.260 0.169
H 1.680 0.879 -1.352
H 2.533 -0.133 -0.190
H -0.185 0.841 -1.291
H -1.244 -0.107 1.821
H -2.251 -1.630 0.342
*
```

Löwdin population analysis, charges in e, atoms 1 to 6: 0.034 -0.017 -0.131 -0.262 0.090 0.060

---

# 5
Below is C28H51NNbO10P2 as an isolated structure, with properties calculated with ωB97M-V/def2-TZVPD.

## Properties
HOMO level, eV: -3.7
Kohn-Sham gap, eV: 5.55
LUMO, eV: 1.86

```
! wB97M-V def2-TZVPD RIJCOSX def2/J DEFGRID3
* xyz -1 1
C -3.600 -1.200 -3.376
O -3.907 -1.464 -4.759
C -2.934 -2.342 -5.334
C -1.644 -1.561 -5.859
C -0.373 -2.497 -5.909
C 0.809 -1.983 -4.975
C 1.929 -3.091 -4.914
C 3.164 -2.686 -4.021
C 2.755 -2.623 -2.485
C 2.434 -4.030 -1.861
C 1.670 -3.933 -0.461
C 0.180 -3.442 -0.674
C -0.636 -3.193 0.659
Nb -0.044 -1.332 1.897
C 1.799 -2.374 2.811
C 0.498 0.560 3.140
C 0.979 1.790 2.280
C 1.020 3.154 3.090
C 0.360 4.326 2.532
C 0.395 5.642 3.209
C 1.136 5.713 4.454
C 1.793 4.553 5.064
C 1.744 3.257 4.372
N -1.148 -1.992 3.613
C -0.540 -3.062 4.359
C -0.598 -4.579 4.001
O 0.032 -2.768 5.397
C -2.565 -2.156 3.429
C -3.489 -1.451 4.514
O -3.139 -2.808 2.582
P -2.143 -0.009 1.124
O -1.752 1.197 -0.029
O -2.785 0.914 2.442
P 1.407 -0.483 0.091
O 3.027 -0.246 0.342
O 0.786 0.105 -1.327
H -2.861 -0.362 -3.255
H -4.576 -0.921 -2.890
H -3.145 -2.095 -2.859
H -2.572 -3.135 -4.628
H -3.418 -2.817 -6.228
H -1.450 -0.699 -5.170
H -1.917 -1.133 -6.866
H -0.704 -3.522 -5.581
H 0.027 -2.556 -6.954
H 0.323 -1.808 -3.971
H 1.178 -0.996 -5.362
H 1.445 -4.012 -4.500
H 2.303 -3.322 -5.945
H 3.412 -1.617 -4.304
H 4.092 -3.282 -4.210
H 1.819 -2.012 -2.452
H 3.546 -2.093 -1.899
H 1.894 -4.735 -2.547
H 3.437 -4.502 -1.624
H 2.288 -3.246 0.167
H 1.648 -4.981 -0.040
H -0.328 -4.320 -1.193
H 0.101 -2.604 -1.430
H -0.586 -4.144 1.255
H -1.720 -3.082 0.347
H 2.026 -2.021 3.851
H 2.717 -2.120 2.197
H 1.720 -3.499 2.745
H -0.447 0.893 3.671
H 1.217 0.239 3.937
H 0.359 1.994 1.371
H 2.066 1.597 2.029
H -0.168 4.194 1.555
H -0.115 6.495 2.703
H 1.212 6.701 4.977
H 2.365 4.626 6.023
H 2.253 2.351 4.788
H 0.384 -5.005 3.688
H -0.908 -5.150 4.924
H -1.377 -4.833 3.226
H -4.208 -2.260 4.839
H -4.108 -0.635 4.073
H -2.869 -1.150 5.392
H -2.617 1.497 -0.370
H -2.318 1.773 2.381
H 3.279 0.698 0.289
H -0.052 -0.307 -1.606
C 0.517 9.483 -0.679
C -0.381 8.429 -1.266
O -0.735 7.647 -0.131
C -0.590 8.436 0.967
O -0.961 8.140 2.058
O 0.033 9.604 0.655
H 0.447 10.434 -1.206
H 1.564 9.171 -0.647
H -1.291 8.850 -1.703
H 0.123 7.820 -2.016
*
```

Löwdin population analysis, charges in e, atoms 1 to 6: -0.109 -0.215 -0.238 -0.172 -0.212 -0.202

---

Calculated max |F| (eV/Å), listed in the same order as above: 0.68; 3.45; 5.78; 5.01; 3.06
Calculated E (eV), listed in the same order as above: -32229.810; -21488.248; -21114.642; -6923.699; -71951.988
Calculated molecular weight (g mol⁻¹), listed in the same order as above: 358.44; 131.12; 134.16; 71.87; 716.57